DFT (ωB97M-V/def2-TZVPD) results for 10 unconnected molecules or ions with the total composition C28H50N6O8.

Each line ends with the Löwdin charge.
CARTESIAN COORDINATES (ANGSTROEM)
O: -4.25057 -11.50898 14.19584  0.113
C: -3.63416 -11.75617 15.18673  -0.485
O: -3.94224 -11.24537 16.41277  -0.024
C: -5.17870 -10.66949 16.75231  -0.258
C: -4.94947 -9.23323 17.13102  -0.066
C: -2.31320 -12.58556 15.24815  0.028
H: -5.60531 -11.18735 17.61134  0.111
H: -5.94027 -10.68545 15.97264  0.107
H: -4.24426 -9.21634 17.96198  0.080
H: -5.89873 -8.73505 17.32799  0.056
H: -4.52121 -8.67580 16.29797  0.079
H: -1.59428 -11.99222 15.81313  0.081
H: -1.92456 -12.84961 14.26463  0.083
H: -2.49600 -13.50178 15.80961  0.077
O: -12.15278 -8.17695 21.18851  0.059
C: -11.30108 -8.76059 20.47983  -0.451
O: -10.60228 -8.17276 19.43750  -0.041
C: -10.90543 -6.84403 18.93240  -0.207
C: -10.30717 -6.60718 17.55962  -0.086
C: -10.76310 -10.09230 20.91004  0.023
H: -10.63087 -6.04282 19.61854  0.129
H: -11.96566 -6.72805 18.70759  0.112
H: -10.56061 -5.60727 17.20743  0.090
H: -10.68978 -7.37558 16.88785  0.072
H: -9.22783 -6.66563 17.69997  0.079
H: -10.73690 -10.79660 20.07855  0.074
H: -11.41326 -10.44940 21.70871  0.093
H: -9.77224 -9.94552 21.33987  0.078
O: -15.16556 -9.98348 16.62577  0.055
C: -14.16453 -10.34275 17.27807  -0.506
O: -13.85725 -9.80642 18.46959  -0.031
C: -14.65779 -8.85158 19.18520  -0.195
C: -15.29007 -9.37561 20.52456  -0.046
C: -13.31723 -11.48257 16.87958  0.008
H: -15.54750 -8.59223 18.61140  0.107
H: -14.04928 -7.95189 19.27691  0.101
H: -15.72472 -10.36383 20.37421  0.073
H: -16.15968 -8.76041 20.75566  0.074
H: -14.53337 -9.44171 21.30631  0.056
H: -13.00310 -11.44096 15.83666  0.056
H: -13.87037 -12.40054 17.07830  0.100
H: -12.39460 -11.45777 17.45945  0.058
O: -7.10960 -11.00948 10.50124  0.079
C: -8.12756 -11.29239 11.11063  -0.570
O: -8.59741 -12.45941 11.27587  0.028
C: -7.93281 -13.60003 10.74307  -0.196
C: -8.85772 -14.82433 10.96708  -0.060
C: -8.96792 -10.21132 11.80751  0.021
H: -6.97185 -13.83517 11.20063  0.124
H: -7.67071 -13.43663 9.69774  0.122
H: -9.87174 -14.73376 10.57767  0.074
H: -9.03316 -14.92978 12.03769  0.072
H: -8.34145 -15.70511 10.58526  0.074
H: -9.84235 -10.68945 12.24894  0.066
H: -9.20611 -9.40676 11.11176  0.096
H: -8.43452 -9.81654 12.67221  0.029
C: -6.38701 -10.38819 21.94513  -0.073
C: -6.60411 -9.33624 20.99280  -0.272
N: -6.73878 -8.45457 20.21556  0.146
H: -6.07756 -9.93786 22.88828  0.094
H: -5.67057 -11.13726 21.60789  0.088
H: -7.32039 -10.94928 21.99084  0.076
C: -11.23240 -7.84425 13.44626  -0.077
C: -11.83458 -9.18939 13.59186  -0.245
N: -12.31342 -10.25694 13.75213  0.141
H: -11.46845 -7.26921 14.34164  0.068
H: -11.65817 -7.33985 12.57886  0.089
H: -10.15151 -7.94021 13.34357  0.020
C: -6.00243 -8.89961 12.85172  -0.090
C: -4.79551 -8.01880 12.93560  -0.245
N: -3.83166 -7.35540 13.01950  0.100
H: -6.93623 -8.52497 13.27098  0.012
H: -5.85853 -9.92527 13.19143  0.062
H: -6.27353 -8.92788 11.79635  0.068
C: -8.39250 -5.94976 14.87465  -0.064
C: -8.28077 -6.15741 13.41293  -0.290
N: -8.19862 -6.37257 12.31459  0.166
H: -9.40506 -6.23787 15.15717  0.032
H: -8.20050 -4.91090 15.14300  0.087
H: -7.67907 -6.57666 15.40955  0.072
C: -9.27473 -14.91137 18.87049  -0.052
C: -9.70518 -13.97966 17.80588  -0.276
N: -9.96874 -13.29628 16.93141  0.151
H: -9.63083 -15.91901 18.65610  0.087
H: -9.65596 -14.42926 19.77066  0.078
H: -8.18703 -14.88403 18.80519  0.082
C: -8.92201 -10.17232 17.60158  -0.067
C: -8.78546 -9.65099 16.26846  -0.240
N: -8.73613 -9.23493 15.18906  0.201
H: -9.93825 -10.38570 17.93298  0.063
H: -8.59407 -9.32440 18.20291  0.060
H: -8.34154 -11.09382 17.64609  0.070

Computed properties:
Largest force on an atom: 4.9 eV Å⁻¹
SMILES: CCOC(C)=O.CCOC(C)=O.CCOC(C)=O.CCOC(C)=O.CC#N.CC#N.CC#N.CC#N.CC#N.CC#N
Energy above the lowest of the compared OMol25 structures with the same formula, charge and spin: 0.086 eV
HOMO: -9.71 eV
Net charge: 0
Gap between HOMO and LUMO: 9.328 eV


DFT (ωB97M-V/def2-TZVPD) results for a molecular structure, C15H9AsBr2NO7PtS.

Each line ends with the natural charge from an NBO analysis.
CARTESIAN COORDINATES (ANGSTROEM)
Pt: 0.29848 -0.22151 -0.20981  1.249
Br: -3.53370 -3.77008 0.12709  0.055
C: -1.66038 -3.99861 0.03623  -0.186
C: -1.11720 -5.28086 0.19934  -0.202
C: 0.23147 -5.49050 0.13724  -0.124
Br: 0.90722 -7.24895 0.39008  0.025
C: 1.11256 -4.41625 -0.11674  -0.127
C: 2.52054 -4.49619 -0.19705  -0.115
C: 3.25147 -3.37947 -0.49399  -0.262
C: 2.59633 -2.15676 -0.70638  0.073
N: 1.29143 -2.05106 -0.60115  -0.471
C: 0.54034 -3.14345 -0.29719  0.174
C: -0.86815 -2.87822 -0.19038  0.330
O: -1.30388 -1.67574 -0.33433  -0.703
H: -1.78340 -6.11184 0.38223  0.234
H: 3.00903 -5.44482 -0.01215  0.228
H: 4.33263 -3.41248 -0.54883  0.225
H: 3.14591 -1.26103 -0.97792  0.222
O: 1.55146 1.89274 3.32222  -1.030
As: 1.97965 0.36193 2.60218  2.437
O: 2.75244 -0.56262 3.70257  -1.151
O: 0.60876 -0.34824 1.88987  -1.155
C: 3.20587 0.77656 1.12805  -0.329
C: 4.40055 0.07357 1.21031  -0.231
C: 5.34044 0.14183 0.18892  -0.223
C: 5.08078 0.90157 -0.94258  -0.223
C: 3.89598 1.61981 -1.04169  -0.200
C: 2.95964 1.56874 -0.01172  -0.384
S: 1.58988 2.72639 -0.15911  2.416
O: 1.69768 3.57759 1.00758  -0.991
O: 1.74228 3.37138 -1.43596  -0.970
O: 0.32336 1.91720 -0.08180  -1.040
H: 1.42378 2.57331 2.63593  0.518
H: 4.56590 -0.53548 2.09327  0.259
H: 6.27526 -0.40276 0.27723  0.210
H: 5.80852 0.95371 -1.74454  0.211
H: 3.68458 2.24027 -1.90321  0.251

Computed properties:
Largest force on an atom: 0.4 eV Å⁻¹
⟨S²⟩: 2.01
Multiplicity: 3
Energy above the lowest of the compared OMol25 structures with the same formula, charge and spin: 0.252 eV
HOMO (alpha / beta): -5.49 / -5.52 eV
Net charge: -1
Gap between HOMO and LUMO (alpha / beta): 7.337 / 7.001 eV